Record 1
ORCA calculation (the ωB97M-V functional and the def2-TZVPD basis) on C5H7N as an isolated structure.

Output
**Charge**: 0
**HOMO energy (alpha / beta)**: -8.6 / -8.6 eV
**Energy relative to the best compared isomer or geometry (same formula, charge and spin)**: 536.4 kJ/mol
**Frontier orbital gap (alpha / beta)**: 7.53 / 7.53 eV
**Energy**: -6782.953 eV

Geometry (Å):
N: 0.642 -0.203 0.273
C: -0.725 -0.255 0.779
C: -1.500 0.406 1.762
C: 1.070 1.108 -0.186
C: 0.197 -1.132 -0.801
C: -1.158 -1.141 -0.159
H: -0.926 1.262 2.174
H: 0.722 -2.094 -0.805
H: 2.075 1.054 -0.617
H: -2.106 -1.635 -0.337
H: 0.229 -0.691 -1.804
H: 0.381 1.524 -0.943
H: 1.099 1.797 0.663



Record 2
ORCA calculation (the ωB97M-V functional and the def2-TZVPD basis) on an isolated molecule of CHClN4O at a distorted geometry.

Output
**Charge**: 0
**HOMO energy**: -10.9 eV
**Energy relative to the best compared isomer or geometry (same formula, charge and spin)**: 67.2 kJ/mol
**Frontier orbital gap**: 11.32 eV
**Energy**: -21579.708 eV

Geometry (Å):
Cl: -0.260 -0.994 -2.331
O: -1.384 1.068 -0.071
N: -0.257 0.334 -0.009
N: 0.393 0.401 1.165
N: 1.348 -1.039 -0.076
N: 1.355 -0.408 1.109
C: 0.282 -0.627 -0.765
H: -1.477 1.265 0.978



Record 3
ORCA calculation (the ωB97M-V functional and the def2-TZVPD basis) on an isolated molecule of C4H11N3 at a distorted geometry.

Output
**Charge**: 0
**HOMO energy**: -7.3 eV
**Energy relative to the best compared isomer or geometry (same formula, charge and spin)**: 189.5 kJ/mol
**Frontier orbital gap**: 8.37 eV
**Energy**: -8795.655 eV

Geometry (Å):
N: -0.307 -1.295 2.021
N: 0.547 -0.123 -0.245
N: -1.541 1.084 -0.619
C: 1.511 0.944 -0.082
C: -0.765 0.218 0.195
C: -1.219 -0.392 1.291
C: 0.633 -0.758 -1.543
H: 1.328 1.796 -0.772
H: -2.367 1.409 -0.135
H: 1.578 -1.300 -1.603
H: 0.219 -1.888 1.380
H: -0.868 -1.847 2.667
H: -0.192 -1.458 -1.656
H: 1.473 1.304 0.952
H: 0.589 -0.039 -2.374
H: -2.128 -0.075 1.783
H: 2.514 0.549 -0.290
H: -1.005 1.870 -0.969



Record 4
ORCA calculation (the ωB97M-V functional and the def2-TZVPD basis) on a 12-piece molecular cluster, C50H65N7O5 overall at a distorted geometry.

Output
**Charge**: 0
**HOMO energy**: -9.1 eV
**Energy relative to the best compared isomer or geometry (same formula, charge and spin)**: 193.2 kJ/mol
**Frontier orbital gap**: 9.69 eV
**Energy**: -73568.307 eV

Geometry (Å):
O: 4.656 -2.098 1.824
O: 2.480 2.763 -4.512
O: -1.122 5.327 4.460
O: -0.521 0.775 2.433
O: -4.577 -2.345 -0.059
N: -3.862 -5.101 2.586
N: -1.809 3.623 -0.724
N: 4.006 4.588 0.801
N: -2.957 0.548 -4.058
N: 2.236 -1.920 -3.717
N: -0.824 -4.551 0.036
N: 2.179 -0.412 3.653
C: -3.167 4.322 -2.542
C: 2.436 -1.763 -6.429
C: 3.337 2.168 -2.373
C: -4.189 -2.965 -1.010
C: 2.178 -1.722 3.758
C: -1.636 -1.294 2.068
C: -2.067 3.413 3.300
C: 3.369 2.983 2.497
C: -1.993 4.387 -1.848
C: 4.765 2.098 -4.550
C: -3.121 -4.697 4.774
C: 1.472 -2.378 4.778
C: -2.810 2.962 -0.247
C: -4.099 -2.329 -2.405
C: -1.763 4.902 3.522
C: 2.345 -2.998 -4.461
C: -0.268 -4.544 1.246
C: -4.062 2.934 -0.862
C: 2.768 4.512 0.356
C: -3.515 1.604 -4.713
C: 1.893 -4.293 0.273
C: -2.745 2.790 -5.004
C: 1.550 0.347 4.548
C: 0.800 -0.180 5.550
C: -1.456 2.867 -4.510
C: 4.293 3.736 1.853
C: -3.753 -3.487 4.779
C: 1.301 -4.210 -0.944
C: -4.571 -4.009 2.608
C: -2.177 5.803 2.360
C: 4.805 -0.923 1.637
C: 0.018 -0.276 0.335
C: 4.020 -0.161 0.586
C: 5.768 -0.079 2.459
C: 2.229 -0.601 -5.699
C: 0.812 -1.590 5.691
C: -4.247 3.660 -2.025
C: -0.049 -4.320 -1.053
C: 2.090 2.956 2.017
C: -4.484 -3.142 3.693
C: 1.115 -4.490 1.413
C: 2.519 -2.999 -5.819
C: -3.159 -5.438 3.606
C: 2.049 -0.757 -4.312
C: 3.394 2.353 -3.860
C: -0.959 1.822 -3.807
C: -3.866 -4.469 -0.969
C: 1.844 3.601 0.811
C: -1.711 0.640 -3.632
C: -0.686 -0.158 1.681
H: -2.843 -4.696 -0.909
H: 1.682 1.405 4.314
H: -1.743 -1.186 3.130
H: 3.760 2.339 3.274
H: -3.237 5.555 2.180
H: -3.772 -2.833 5.618
H: 3.364 -0.882 0.189
H: -3.284 5.003 -3.399
H: -1.840 2.927 4.294
H: 2.502 2.613 -1.886
H: 2.328 0.364 -6.174
H: 0.279 -1.990 6.565
H: -2.664 -1.209 1.600
H: -0.970 -4.690 2.059
H: -1.315 -0.259 -3.183
H: 6.730 -0.608 2.642
H: -0.553 -4.162 -1.988
H: -1.134 4.954 -2.112
H: 5.262 0.266 3.354
H: 3.594 0.723 0.999
H: 0.444 0.477 6.275
H: -0.012 0.766 -0.004
H: 2.339 5.192 -0.339
H: 5.989 0.777 1.825
H: -3.043 3.269 2.927
H: 0.783 3.607 0.447
H: -0.835 3.733 -4.791
H: -0.004 1.870 -3.340
H: -0.468 -1.021 -0.312
H: -2.703 -6.410 3.572
H: 2.648 -2.329 3.034
H: -4.509 1.518 -5.102
H: -3.088 -2.080 -2.827
H: -4.106 -4.846 0.019
H: -3.182 3.575 -5.622
H: 2.671 -1.694 -7.467
H: -4.621 -3.036 -3.045
H: -1.274 2.979 2.632
H: -2.665 -5.088 5.777
H: -5.153 3.640 -2.541
H: -5.213 -3.811 1.815
H: -5.219 -2.372 3.708
H: 4.218 2.596 -1.880
H: -1.556 5.483 1.564
H: 5.350 3.758 2.257
H: -1.900 6.831 2.724
H: 1.039 -0.542 0.495
H: 4.591 2.242 -5.639
H: 4.815 0.105 -0.082
H: 2.629 -3.946 -6.346
H: 1.590 -4.436 2.372
H: 5.479 2.830 -4.183
H: 1.361 -3.504 4.828
H: 1.779 0.033 -3.679
H: -1.406 -2.330 1.861
H: 2.932 -4.162 0.424
H: -2.614 2.360 0.608
H: 5.227 1.165 -4.299
H: -4.569 -1.359 -2.497
H: 1.360 2.327 2.477
H: 2.414 -3.914 -3.881
H: -4.910 2.359 -0.400
H: 3.289 1.080 -2.215
H: 1.829 -4.041 -1.895
H: -4.370 -5.065 -1.670